Below is 2 unconnected molecules or ions with the total composition C5H11NO in a non-equilibrium geometry, with properties calculated with ωB97M-V/def2-TZVPD.

The value obtained for the energy above the lowest of the compared OMol25 structures with the same formula, charge and spin is 340.45 kJ/mol. For the HOMO-LUMO gap, the calculation gives 7.599 eV. As for the SMILES: C=C/C(C)=C/N.O. The calculation puts the energy at -8898.169 eV. For the highest occupied orbital energy, the calculation gives -7.017 eV. The value obtained for the LUMO energy is 0.58 eV.

Atoms and positions in Å:
C1 -0.39 -2.63 -0.93
C2 -0.84 -1.39 -1.25
C3 -1.10 -0.27 -0.40
C4 -0.71 1.09 -1.00
C5 -0.86 -0.46 0.96
N1 0.12 0.36 1.49
H1 0.24 -2.94 -0.10
H2 -0.55 -3.41 -1.67
H3 -0.80 -1.14 -2.33
H4 -1.52 1.55 -1.61
H5 0.15 1.00 -1.67
H6 -0.57 1.87 -0.26
H7 -1.25 -1.21 1.63
H8 0.96 0.62 1.00
H9 0.43 0.32 2.45
O1 2.69 2.25 0.76
H10 2.02 2.83 0.36
H11 2.80 2.57 1.65